62
Properties=species:S:1:pos:R:3:lowdin_charge:R:1 method="wB97M-V/def2-TZVPD" spin_multiplicity=1 homo_lumo_gap_ev=3.71 e_homo_ha=-0.457 fmax_ev_per_a=4.85 total_charge=+2
Sn 0.50827 -1.21519 1.68562 1.07
N 1.25712 -3.36984 1.04729 -0.08
C 1.98188 -3.88372 2.21877 -0.24
C 1.05201 -3.78127 3.41486 -0.22
N 0.56074 -2.40766 3.66911 -0.08
H 0.50892 -3.96194 0.72302 0.11
H 1.93076 -3.26477 0.31962 0.09
H 2.92160 -3.38076 2.40329 0.12
H 2.26817 -4.94380 2.24786 0.14
H 1.51689 -4.07495 4.32711 0.12
H 0.26175 -4.50725 3.13118 0.14
H 1.09075 -1.86107 4.33069 0.10
H -0.45562 -2.45660 3.94109 0.10
C -5.43437 -1.01169 0.04592 -0.06
C -4.05871 -1.77786 -0.01802 -0.27
O -3.75441 -2.50467 1.19280 -0.24
P -2.63067 -1.86802 2.09334 0.15
O -1.21452 -2.33288 1.61263 -0.63
Te -2.42069 0.55289 2.33323 0.40
O -2.90179 -2.62017 3.44747 -0.28
C -4.15335 -2.55476 4.21415 -0.22
C -3.96082 -2.77511 5.69417 -0.06
H -5.40340 -0.24013 -0.74945 0.09
H -5.65507 -0.46449 0.92282 0.04
H -6.24880 -1.76992 -0.05395 0.09
H -3.30063 -1.04008 -0.24884 0.06
H -4.20889 -2.58143 -0.76980 0.13
H -4.82760 -3.21812 3.80710 0.10
H -4.53210 -1.56243 4.09936 0.10
H -3.74799 -3.76987 6.05172 0.08
H -4.96497 -2.58408 6.06394 0.09
H -3.29474 -2.07839 6.22310 0.09
C 5.08689 2.12266 -1.31777 -0.02
C 4.71452 2.48744 -2.78204 -0.37
C 4.76121 1.35345 -3.76960 -0.05
C 3.36794 3.19382 -2.92038 0.01
C 3.28962 4.54729 -3.22787 0.03
C 2.03844 5.17176 -3.28555 0.12
C 0.76060 4.51481 -3.04567 0.01
C 0.68596 3.24132 -2.81265 -0.09
C -0.65957 2.56628 -2.67795 -0.37
C -0.93875 2.46653 -1.14215 -0.05
C -0.69249 1.25641 -3.39185 -0.05
C 2.01158 2.49801 -2.60040 -0.14
O 2.02909 1.46589 -1.90503 0.14
H 6.11932 1.80201 -1.28650 0.09
H 4.42807 1.35774 -0.88630 0.08
H 5.03077 3.03476 -0.68710 0.10
H 5.44122 3.20556 -3.15274 0.14
H 4.17928 0.50676 -3.44340 0.08
H 5.86347 1.08081 -3.86465 0.13
H 4.39928 1.67596 -4.74382 0.09
H 4.10426 5.20989 -3.44107 0.13
H 1.95261 6.08242 -3.84723 0.14
H -0.01150 5.19104 -3.28702 0.13
H -1.38013 3.28406 -3.03235 0.14
H -0.21942 1.67335 -0.70851 0.08
H -1.97926 2.18984 -0.94582 0.07
H -0.74805 3.39475 -0.49532 0.11
H 0.05864 0.54729 -3.11925 0.06
H -0.72130 1.41700 -4.52941 0.13
H -1.66196 0.77108 -3.07181 0.11